Here is a molecular structure, C2H5ClNP at a distorted geometry from the OMol25 dataset. Energies are from ωB97M-V/def2-TZVPD.

## Properties
- Net charge: 0
- Gap between HOMO and LUMO (alpha / beta): 8.31 / 8.53 eV
- Spin multiplicity: 1
- Relative energy (zero: lowest compared OMol25 entry of this formula, charge and spin): 3.513 eV

Atoms and positions in Å:
C (0.372, 0.556, -0.928)
C (-0.538, 0.816, 0.318)
N (-0.813, -0.287, 1.227)
P (0.720, -1.961, 0.585)
Cl (0.122, -3.527, 1.568)
H (1.505, 0.530, -0.651)
H (0.066, -0.340, -1.503)
H (0.231, 1.373, -1.513)
H (-1.559, 1.273, -0.052)
H (-0.104, 1.568, 0.949)

=====

Here is 2 unconnected molecules or ions with the total composition C2H5ClO2 at a distorted geometry from the OMol25 dataset. Energies are from ωB97M-V/def2-TZVPD.

## Properties
- Net charge: 0
- Gap between HOMO and LUMO: 8.90 eV
- Spin multiplicity: 1
- Relative energy (zero: lowest compared OMol25 entry of this formula, charge and spin): 2.910 eV

Atoms and positions in Å:
C (-1.175, -0.022, -0.486)
C (0.997, 0.570, -0.032)
O (-1.353, -1.113, 0.312)
O (1.862, -0.398, -0.208)
Cl (0.765, 0.911, 1.711)
H (-1.248, -0.271, -1.534)
H (-1.501, 0.868, -0.160)
H (1.238, 1.547, -0.644)
H (-1.228, -0.784, 1.186)
H (1.642, -1.309, -0.144)

=====

Here is 2 unconnected molecules or ions with the total composition C2H5ClS at a distorted geometry from the OMol25 dataset. Energies are from ωB97M-V/def2-TZVPD.

## Properties
- Net charge: 0
- Gap between HOMO and LUMO (alpha / beta): 8.53 / 7.18 eV
- Spin multiplicity: 3
- Relative energy (zero: lowest compared OMol25 entry of this formula, charge and spin): 0.221 eV

Atoms and positions in Å:
C (0.566, 0.217, 0.854)
C (0.186, -1.186, 0.802)
S (-2.794, -0.160, -0.001)
Cl (0.583, -2.126, -0.514)
H (0.794, 0.548, -0.254)
H (-0.270, 0.660, 1.457)
H (1.424, 0.371, 1.504)
H (-0.584, -1.725, 1.359)
H (-2.471, -0.995, -1.016)

=====

Here is a molecular structure, C2H5EuFO2 at a distorted geometry from the OMol25 dataset. Energies are from ωB97M-V/def2-TZVPD.

## Properties
- Net charge: +1
- Gap between HOMO and LUMO (alpha / beta): 6.93 / 8.94 eV
- Spin multiplicity: 7
- Relative energy (zero: lowest compared OMol25 entry of this formula, charge and spin): 0.000 eV

Atoms and positions in Å:
O (0.514, 0.598, -1.809)
C (-0.549, 0.558, -0.976)
O (-0.193, -0.365, 0.090)
C (-0.835, -0.173, 1.330)
Eu (2.217, -0.571, -1.087)
H (-1.462, 0.138, -1.444)
H (-0.773, 1.538, -0.504)
H (-1.055, -1.152, 1.778)
H (-1.769, 0.397, 1.201)
H (-0.163, 0.383, 1.996)
F (4.067, -1.352, -0.576)

=====

Here is C2H5F2N in the gas phase at a distorted geometry from the OMol25 dataset. Energies are from ωB97M-V/def2-TZVPD.

## Properties
- Net charge: 0
- Gap between HOMO and LUMO: 10.94 eV
- SMILES string: NCC(F)F
- Spin multiplicity: 1
- Relative energy (zero: lowest compared OMol25 entry of this formula, charge and spin): 2.915 eV

Atoms and positions in Å:
N (-0.221, 0.385, 1.440)
C (0.013, 0.639, -0.114)
C (-0.196, -0.639, -0.780)
F (-0.251, -0.437, -2.105)
F (0.910, -1.443, -0.275)
H (0.050, 1.122, 1.902)
H (0.348, -0.678, 1.580)
H (0.981, 0.975, -0.469)
H (-0.518, 1.599, -0.589)
H (-1.115, -1.523, -0.590)

=====

Here is 2 unconnected molecules or ions with the total composition C2H5F2N at a distorted geometry from the OMol25 dataset. Energies are from ωB97M-V/def2-TZVPD.

## Properties
- Net charge: 0
- Gap between HOMO and LUMO (alpha / beta): 7.19 / 8.47 eV
- Spin multiplicity: 3
- Relative energy (zero: lowest compared OMol25 entry of this formula, charge and spin): 1.583 eV

Atoms and positions in Å:
C (0.617, 0.759, -0.450)
C (-0.252, -0.395, -0.449)
N (-1.479, -0.138, -0.678)
F (0.391, -0.445, 2.085)
F (0.285, -1.570, -0.202)
H (0.503, 1.412, -1.293)
H (0.129, 1.299, 0.380)
H (1.706, 0.726, -0.116)
H (-2.126, -0.878, -0.511)
H (0.226, -0.770, 1.234)